[1]
Density functional theory data (ωB97M-V with the def2-TZVPD basis set) for the molecule C20H23N3O2S in a non-equilibrium geometry.

```
49
C20H23N3O2S, DFT ωB97M-V with the def2-TZVPD basis set
C 1.725 3.181 -2.147
C 2.738 2.391 -1.333
O 2.168 1.123 -1.077
C 2.842 0.220 -0.343
C 4.120 0.416 0.173
C 4.745 -0.574 0.911
C 4.111 -1.781 1.151
C 2.840 -1.989 0.653
C 2.190 -1.006 -0.088
C 0.842 -1.240 -0.555
N 0.040 -0.396 -1.131
C -1.137 -1.064 -1.322
C -2.327 -0.355 -1.888
N -3.209 0.261 -0.919
C -3.977 -0.625 -0.062
C -4.510 0.278 1.063
C -3.922 1.660 0.758
C -2.685 1.324 -0.088
C -1.542 0.938 0.800
N -1.481 -0.121 1.527
C -0.327 -0.200 2.225
C 0.527 0.842 2.052
S -0.139 1.975 0.949
C -0.991 -2.338 -0.850
C -1.879 -3.527 -0.814
O 0.272 -2.453 -0.362
H 2.119 4.166 -2.378
H 0.804 3.282 -1.580
H 1.505 2.653 -3.070
H 2.951 2.909 -0.388
H 3.676 2.280 -1.895
H 4.640 1.345 -0.001
H 5.737 -0.396 1.300
H 4.602 -2.551 1.726
H 2.326 -2.920 0.837
H -1.961 0.440 -2.545
H -2.932 -1.052 -2.476
H -3.359 -1.426 0.361
H -4.780 -1.074 -0.655
H -5.598 0.304 1.086
H -4.150 -0.079 2.025
H -3.673 2.220 1.658
H -4.611 2.246 0.152
H -2.366 2.159 -0.719
H -0.156 -1.053 2.857
H 1.490 0.999 2.493
H -2.794 -3.321 -1.361
H -1.373 -4.382 -1.262
H -2.130 -3.786 0.215
```

- E_HOMO (hartree) = -0.284
- energy relative to the best compared isomer or geometry (same formula, charge and spin) (eV) = 1.663
- calculated total energy (hartree) = -1488.8487
- SMILES string = CCOc1ccccc1-c1nc(CN2CCC[C@H]2c2nccs2)c(C)o1
- LUMO level (eV) = 0.702
- Kohn-Sham gap (eV) = 8.4308

[2]
Density functional theory data (ωB97M-V with the def2-TZVPD basis set) for the molecule C20H23N3O2S2 in a non-equilibrium geometry.

```
50
C20H23N3O2S2, DFT ωB97M-V with the def2-TZVPD basis set
C 3.331 -1.534 5.336
C 3.137 -1.026 3.897
C 4.295 -1.607 2.981
S 3.112 0.817 3.815
C 1.957 1.130 2.522
N 1.492 0.160 1.822
C 0.589 0.395 0.784
C 0.261 1.697 0.403
C 0.786 2.772 1.216
O 0.537 3.925 0.991
N 1.587 2.464 2.256
C -0.712 2.005 -0.732
C 0.002 2.594 -1.955
C 1.163 2.112 -2.465
C 1.632 2.853 -3.632
C 0.792 3.903 -3.895
S -0.583 3.996 -2.813
C -1.431 0.702 -1.162
C -2.840 0.524 -0.608
O -3.562 1.467 -0.385
C -3.486 -0.879 -0.606
C -2.880 -1.888 -1.614
C -3.404 -3.292 -1.250
C -3.319 -1.532 -3.025
C -1.307 -1.865 -1.513
C -0.796 -0.578 -0.819
N 0.158 -0.718 0.073
H 4.294 -1.160 5.674
H 3.263 -2.638 5.356
H 2.535 -1.138 5.934
H 2.211 -1.421 3.561
H 5.228 -1.121 3.223
H 4.457 -2.675 3.144
H 4.044 -1.438 1.939
H 2.028 3.244 2.695
H -1.441 2.738 -0.346
H 1.712 1.279 -2.025
H 2.510 2.612 -4.218
H 0.858 4.542 -4.776
H -1.543 0.737 -2.253
H -4.570 -0.789 -0.849
H -3.359 -1.320 0.399
H -3.074 -3.604 -0.259
H -3.052 -4.007 -2.000
H -4.489 -3.363 -1.199
H -4.410 -1.743 -3.104
H -3.138 -0.480 -3.266
H -2.797 -2.147 -3.741
H -0.906 -1.953 -2.517
H -0.870 -2.752 -0.997
```

- E_HOMO (hartree) = -0.309
- energy relative to the best compared isomer or geometry (same formula, charge and spin) (eV) = 1.627
- calculated total energy (hartree) = -1887.0505
- SMILES string = CC(C)Sc1nc2c(c(=O)[nH]1)[C@@H](c1cccs1)[C@@H]1C(=O)CC(C)(C)CC1=N2
- LUMO level (eV) = -0.179
- Kohn-Sham gap (eV) = 8.2211

[3]
Density functional theory data (ωB97M-V with the def2-TZVPD basis set) for a structure of composition C20H23N3O3 in a non-equilibrium geometry.

```
49
C20H23N3O3, DFT ωB97M-V with the def2-TZVPD basis set
C -3.691 -2.522 -1.025
H -2.666 -2.660 -1.678
O -3.665 -1.053 -0.863
C -4.877 -0.689 -0.213
C -5.920 -1.643 0.156
C -7.110 -1.005 0.981
C -7.256 0.326 1.224
C -6.179 1.286 0.453
C -5.076 0.765 -0.129
N -4.045 1.603 -0.556
C -2.776 2.001 -0.365
O -2.309 2.945 -0.819
N -2.044 0.554 0.052
C -0.681 0.704 0.455
C 0.152 1.692 0.328
C 1.431 1.487 0.861
C 2.043 0.084 1.037
C 1.099 -0.891 1.057
C -0.096 -0.550 0.623
H -0.899 -1.459 0.792
H 1.472 -1.827 1.107
C 3.315 0.130 1.532
O 3.714 -0.363 2.502
N 4.315 0.529 0.686
C 4.150 1.008 -1.110
H 3.166 0.940 -1.070
C 4.785 -0.395 -1.799
C 6.299 -0.203 -1.526
C 6.369 -0.756 0.090
C 5.813 0.298 0.927
H 5.841 0.167 1.859
H 6.239 1.281 0.588
H 7.540 -0.740 0.248
H 5.972 -1.819 0.161
H 6.663 -1.206 -2.124
H 6.818 0.777 -1.673
H 4.650 0.098 -3.006
H 4.267 -1.146 -1.375
H 4.599 1.857 -1.040
H 2.045 2.502 0.873
H -0.141 2.618 0.419
H -2.717 -0.062 0.426
H -4.593 2.494 -0.780
H -6.289 2.198 0.696
H -8.137 0.952 1.457
H -7.675 -1.633 1.288
H -5.801 -2.645 0.242
H -4.455 -3.008 -1.677
H -3.662 -3.023 -0.294
```

- E_HOMO (hartree) = -0.286
- energy relative to the best compared isomer or geometry (same formula, charge and spin) (eV) = 17.370
- calculated total energy (hartree) = -1165.3498
- LUMO level (eV) = 0.230
- Kohn-Sham gap (eV) = 8.0248

[4]
Density functional theory data (ωB97M-V with the def2-TZVPD basis set) for the molecule C20H23N3O5S in a non-equilibrium geometry.

```
52
C20H23N3O5S, DFT ωB97M-V with the def2-TZVPD basis set
C 1.288 4.177 -1.029
C 0.070 3.398 -0.643
C -0.165 3.088 0.695
C -1.298 2.387 1.071
C -2.202 1.996 0.101
S -3.644 1.042 0.564
O -4.018 1.356 1.908
O -4.619 1.145 -0.481
N -3.115 -0.546 0.561
C -2.728 -1.057 -0.730
C -2.632 -2.585 -0.635
N -1.709 -2.958 0.413
C -0.352 -3.123 0.256
O 0.385 -3.289 1.208
N 0.121 -3.189 -1.034
C 1.559 -3.219 -1.202
C 2.254 -1.992 -0.660
C 1.632 -0.748 -0.664
C 2.257 0.361 -0.131
C 3.537 0.245 0.404
C 4.248 1.394 0.997
O 5.368 1.357 1.442
O 3.530 2.535 1.004
C 4.174 -0.995 0.396
C 3.534 -2.100 -0.126
C -2.147 -2.456 1.702
C -2.229 -0.927 1.639
C -1.987 2.285 -1.232
C -0.851 2.987 -1.600
H 1.431 4.173 -2.106
H 2.173 3.762 -0.550
H 1.185 5.210 -0.699
H 0.548 3.399 1.444
H -1.505 2.158 2.104
H -3.499 -0.750 -1.438
H -1.757 -0.638 -1.046
H -2.351 -3.031 -1.589
H -3.615 -2.976 -0.355
H -0.403 -2.746 -1.769
H 1.774 -3.337 -2.268
H 1.936 -4.097 -0.670
H 0.639 -0.638 -1.079
H 1.753 1.315 -0.125
H 4.057 3.234 1.423
H 5.164 -1.071 0.817
H 4.023 -3.062 -0.112
H -1.420 -2.768 2.452
H -3.128 -2.877 1.931
H -2.648 -0.514 2.555
H -1.215 -0.523 1.483
H -2.723 1.978 -1.957
H -0.682 3.224 -2.641
```

- E_HOMO (hartree) = -0.341
- energy relative to the best compared isomer or geometry (same formula, charge and spin) (eV) = 0.240
- calculated total energy (hartree) = -1714.6426
- SMILES string = Cc1ccc(S(=O)(=O)N2CCN(C(=O)NCc3ccc(C(=O)O)cc3)CC2)cc1
- LUMO level (eV) = 0.284
- Kohn-Sham gap (eV) = 9.5527

- Among the records above, which one has the lowest calculated total energy?
  C20H23N3O2S2